{"formula": "CHF2IS", "method": "ωB97M-V with the def2-TZVPD basis set", "gap_ha": [0.23042, 0.23145], "homo_energy_ev": [-9.854, -9.882], "energy_ev": -25419.06683, "max_force_ev_per_a": 3.0, "relative_energy_kj_mol": 422.9, "symbols": ["C", "F", "F", "S", "I", "H"], "positions_angstrom": [[0.701958, 0.096118, -0.481012], [0.378921, -0.107407, -1.727095], [-1.881143, 2.416620, 0.171503], [0.887914, 1.908535, -0.055295], [2.847574, 0.017896, -0.158614], [0.087679, -0.597592, 0.055778]], "forces_ev_per_angstrom": [[-0.24, 2.51, 0.30], [0.08, -0.07, -1.62], [2.27, -0.48, -0.26], [-2.05, -2.24, 0.08], [-0.23, 0.27, 0.09], [0.17, 0.01, 1.40]]}